# 1
# C4H14NO3

A cluster of 2 separate species, C4H14NO3 in total (the ωB97M-V functional and the def2-TZVPD basis, the OMol25 dataset).

The geometry in XYZ format:
```
22
Properties=species:S:1:pos:R:3:mulliken_charge:R:1
O -2.90 -0.92 -1.56 -0.597
O 1.52 0.35 -1.54 -0.553
O -1.71 -0.25 1.68 -0.530
N -0.86 0.52 -0.70 -0.287
C 0.03 -0.32 0.14 0.108
C 2.38 0.79 0.63 -1.455
C 1.53 -0.15 -0.22 0.363
C -0.29 -0.08 1.64 -0.847
H -0.32 -1.42 0.04 0.152
H -0.15 0.99 1.88 0.310
H 3.26 0.85 0.03 0.407
H 2.07 1.83 0.69 0.409
H -3.51 -0.57 -2.20 0.297
H 0.27 -0.62 2.39 0.444
H -0.66 0.19 -1.71 0.426
H 2.38 0.66 -1.84 0.343
H -1.97 -1.07 2.15 0.343
H -2.93 -1.86 -1.73 0.284
H 2.57 0.55 1.67 0.387
H -0.76 1.51 -0.74 0.297
H -1.88 0.21 -0.53 0.452
H 1.91 -1.20 -0.15 0.249
```

HOMO energy: -14.38 eV
Orbital gap: 11.46 eV
LUMO energy: -2.9 eV
ΔE to the lowest compared entry with this formula, charge and spin: 95.9 kJ/mol
Charge: +1
Maximum force: 3.63 eV/A

# 2
# H24O12

A cluster of 12 separate species, H24O12 in total (the ωB97M-V functional and the def2-TZVPD basis, the OMol25 dataset).

The geometry in XYZ format:
```
36
Properties=species:S:1:pos:R:3:mulliken_charge:R:1
O -1.61 -1.26 -4.22 -0.569
O 1.89 -0.71 -3.68 -0.596
O 1.28 -2.15 0.27 -0.497
O 2.43 -0.51 3.82 -0.616
O 3.32 -2.48 0.60 -0.591
O -1.86 0.91 -4.44 -0.571
O 0.34 -0.40 2.91 -0.511
O 1.13 2.94 1.08 -0.626
O 0.77 3.58 3.42 -0.713
O -0.87 1.09 -0.14 -0.563
O -4.37 -0.94 -2.08 -0.618
O -2.83 -1.76 1.49 -0.627
H -2.48 1.58 -4.83 0.276
H 0.10 1.23 -0.18 0.332
H -0.95 -0.74 -3.74 0.295
H -4.05 -0.69 -1.17 0.336
H 0.94 0.39 3.06 0.197
H 2.45 -0.16 2.86 0.317
H 0.62 -2.02 -0.45 0.225
H 3.09 -1.54 0.61 0.312
H -1.87 -1.56 1.35 0.312
H 0.73 -2.29 1.00 0.246
H -0.12 3.98 3.38 0.345
H 1.44 4.26 3.42 0.336
H -1.98 -1.87 -3.51 0.268
H -1.25 1.38 -0.98 0.273
H 4.28 -2.67 0.90 0.283
H -0.15 -0.57 3.70 0.293
H -3.22 -1.21 2.12 0.297
H -1.29 0.67 -5.12 0.300
H 2.17 0.30 4.25 0.346
H 1.36 3.40 1.80 0.336
H -3.69 -1.16 -2.62 0.280
H 0.66 2.14 1.34 0.289
H 2.43 -0.23 -3.04 0.325
H 1.15 -0.92 -3.17 0.279
```

HOMO energy: -10.49 eV
SMILES string: O.O.O.O.O.O.O.O.O.O.O.O
Orbital gap: 10.19 eV
LUMO energy: -0.3 eV
ΔE to the lowest compared entry with this formula, charge and spin: 629.0 kJ/mol
Maximum force: 6.41 eV/A

# 3
# C7H17NO

The molecule C7H17NO (the ωB97M-V functional and the def2-TZVPD basis, the OMol25 dataset).

The geometry in XYZ format:
```
26
Properties=species:S:1:pos:R:3:mulliken_charge:R:1
O -0.72 1.42 0.69 -0.525
N 1.73 -1.18 -0.65 -0.608
C -0.33 -0.66 1.78 -1.836
C 2.15 0.77 0.70 -1.804
C 1.21 0.13 -0.32 0.887
C 1.21 1.00 -1.57 -1.631
C -0.47 0.06 0.45 1.197
C -2.88 -0.32 -0.49 -1.402
C -1.42 -0.71 -0.42 -0.285
H -3.42 -0.62 0.41 0.323
H -3.36 -0.78 -1.35 0.393
H -1.67 1.59 0.64 0.303
H -1.25 -1.78 -0.46 0.301
H 0.01 -1.69 1.64 0.329
H 1.73 1.71 1.05 0.350
H 0.64 0.52 -2.37 0.447
H -1.29 -0.66 2.30 0.412
H -0.68 -0.13 -1.17 0.291
H -3.01 0.76 -0.62 0.369
H 2.23 1.14 -1.95 0.441
H 1.82 -1.77 0.16 0.284
H 1.16 -1.65 -1.34 0.266
H 3.13 0.96 0.25 0.444
H 2.34 0.12 1.56 0.357
H 0.74 1.95 -1.36 0.276
H 0.38 -0.16 2.43 0.421
```

HOMO energy: -8.30 eV
SMILES string: CC[C@](C)(O)C(C)(C)N
Orbital gap: 9.10 eV
LUMO energy: 0.8 eV
ΔE to the lowest compared entry with this formula, charge and spin: 247.2 kJ/mol
Maximum force: 4.63 eV/A

# 4
# C5H24N3O5

A cluster of 6 separate species, C5H24N3O5 in total (the ωB97M-V functional and the def2-TZVPD basis, the OMol25 dataset).

The geometry in XYZ format:
```
37
Properties=species:S:1:pos:R:3:mulliken_charge:R:1
O 1.21 -0.03 3.05 -0.647
O 2.84 0.73 1.18 -0.560
O -0.72 -1.77 3.78 -0.657
O -2.02 0.88 -4.34 -0.671
O 2.22 -1.27 -0.73 -0.600
N -2.02 -0.90 1.01 -0.297
N 0.14 -1.64 1.11 -0.282
N -0.75 -0.87 -0.93 -0.028
C -0.86 -1.13 0.38 0.614
C 1.13 2.41 -1.83 -1.291
C 0.26 1.80 -0.72 0.144
C -1.58 0.14 -1.58 -0.805
C -1.24 1.57 -1.08 -0.386
H -1.59 1.87 -0.08 0.275
H 1.12 0.71 2.45 0.255
H 2.77 -0.67 -0.19 0.245
H 0.87 3.48 -1.93 0.350
H 1.01 0.36 3.92 0.336
H 0.83 1.89 -2.77 0.222
H 0.05 -1.62 2.12 0.329
H 3.09 1.65 1.08 0.246
H -1.19 1.16 -4.75 0.328
H 1.06 -1.65 0.66 0.287
H -2.13 -1.43 1.85 0.196
H 3.48 0.09 1.50 0.292
H 2.84 -1.78 -1.26 0.275
H 0.13 -1.17 -1.32 0.267
H -1.60 2.28 -1.79 0.420
H 0.26 2.47 0.15 0.409
H -2.68 0.03 -1.51 0.251
H -0.82 -2.70 4.01 0.325
H 0.86 0.94 -0.38 -0.192
H -2.80 -0.50 0.50 0.196
H -1.50 0.07 -2.71 0.228
H 0.11 -1.47 4.18 0.262
H -2.18 0.05 -4.82 0.315
H 2.18 2.29 -1.62 0.347
```

HOMO energy: -13.05 eV
Orbital gap: 10.53 eV
LUMO energy: -2.5 eV
ΔE to the lowest compared entry with this formula, charge and spin: 175.2 kJ/mol
Charge: +1
Maximum force: 2.01 eV/A

# 5
# C19H26N4OsS9

A structure of composition C19H26N4OsS9 (the ωB97M-V functional and the def2-TZVPD basis, the OMol25 dataset).

The geometry in XYZ format:
```
59
Properties=species:S:1:pos:R:3:mulliken_charge:R:1
Os -0.33 0.41 0.84 0.325
S -5.19 -2.87 -2.09 -0.100
S 1.78 -0.24 0.45 0.019
S -3.56 1.11 1.81 0.064
S -0.02 2.31 1.81 -0.221
S -0.08 -0.65 2.97 0.108
S -4.96 -0.91 0.14 -0.071
S -1.48 1.47 -0.86 -0.281
S -3.27 -0.60 -2.19 -0.054
S 1.88 2.41 3.01 0.065
N -0.82 -1.48 -0.10 1.180
N -1.71 -3.36 -0.73 0.225
N -0.61 4.62 0.76 -0.233
N 1.43 3.68 -0.04 -0.050
C -1.66 -2.45 0.25 0.065
C -3.86 2.83 1.30 -0.436
C 0.65 5.76 -0.89 -0.842
C 0.07 0.60 4.28 -1.115
C -2.45 -2.58 1.50 -1.595
C -3.67 0.25 0.27 0.098
C 3.03 0.99 0.86 -0.656
C 2.08 -1.67 1.54 -1.014
C -0.35 -1.80 -1.36 -0.523
C -4.51 -1.55 -1.42 0.086
C -0.89 -2.98 -1.76 -0.853
C -0.48 5.67 -0.07 1.054
C -2.87 0.38 -0.81 -0.034
C 1.52 -1.56 2.95 -0.809
C 3.24 1.42 2.29 -0.679
C 1.37 1.37 4.44 -0.648
C 1.58 4.74 -0.84 -0.340
C -1.56 6.69 -0.08 -1.332
C 0.35 3.72 0.70 -0.235
H -0.79 -3.54 -2.66 0.436
H 3.15 -1.91 1.55 0.641
H 3.44 0.57 2.95 0.426
H -4.44 3.29 2.10 0.438
H 2.46 4.76 -1.47 0.503
H 1.26 2.06 5.28 0.512
H -2.92 3.37 1.15 -0.101
H 0.79 6.61 -1.54 0.441
H 1.58 -2.47 1.00 0.365
H 0.33 -1.15 -1.89 0.483
H -2.31 -4.18 -0.73 0.261
H -3.43 -3.00 1.28 0.461
H -1.96 -3.23 2.21 0.399
H -0.76 1.28 4.06 0.436
H -2.60 -1.60 1.96 0.204
H -0.18 0.11 5.22 0.642
H -4.45 2.84 0.39 0.352
H -2.07 6.68 -1.04 0.344
H 3.95 0.59 0.45 0.644
H 2.22 0.73 4.67 0.492
H 4.12 2.07 2.34 0.574
H -1.13 7.69 0.05 0.406
H -2.28 6.50 0.71 0.317
H 1.33 -2.56 3.34 0.626
H 2.74 1.85 0.24 0.131
H 2.21 -1.08 3.65 0.399
```

HOMO energy: -12.50 eV
Orbital gap: 5.25 eV
LUMO energy: -7.3 eV
ΔE to the lowest compared entry with this formula, charge and spin: 34.4 kJ/mol
Charge: +2
Maximum force: 1.58 eV/A

What is the maximum force in the second record?
6.41 eV/A

Which of these has the lowest HOMO energy?
C4H14NO3

Number 1 is which compound?
C4H14NO3

Look up the LUMO energy of the second one.
-0.3 eV